Molecular formula: C42H50BeN3P2S
Method: DFT, wB97M-V/def2-TZVPD

Element x y z (Å)
Be (0.00, 0.00, 0.00)
C (-0.21, 1.51, 2.25)
C (-1.36, 2.19, 1.49)
P (-1.78, 1.17, -0.08)
C (-2.18, -0.07, -1.35)
C (-1.38, -0.22, -2.50)
C (-1.71, -1.20, -3.46)
C (-2.82, -2.02, -3.28)
C (-3.63, -1.86, -2.14)
C (-3.30, -0.89, -1.19)
C (-3.31, 2.23, -0.11)
C (-4.29, 2.16, 0.88)
C (-5.44, 2.96, 0.82)
C (-5.64, 3.81, -0.27)
C (-4.70, 3.86, -1.30)
C (-3.54, 3.07, -1.24)
P (-0.27, -0.36, 2.07)
C (-0.84, -0.47, 3.83)
C (-2.13, -0.02, 4.17)
C (-2.60, -0.13, 5.49)
C (-1.78, -0.70, 6.47)
C (-0.50, -1.14, 6.14)
C (-0.03, -1.03, 4.83)
C (-0.19, -2.19, 1.55)
C (-0.54, -3.22, 2.45)
C (-0.48, -4.56, 2.06)
C (-0.09, -4.91, 0.77)
C (0.25, -3.91, -0.14)
C (0.20, -2.57, 0.24)
H (-0.17, 1.91, 3.29)
H (0.75, 1.81, 1.76)
H (-1.10, 3.23, 1.22)
H (-2.20, 2.21, 2.19)
H (-0.52, 0.40, -2.65)
H (-1.08, -1.33, -4.34)
H (-3.07, -2.78, -4.01)
H (-4.49, -2.50, -1.99)
H (-3.93, -0.78, -0.31)
H (-4.17, 1.50, 1.71)
H (-6.17, 2.91, 1.62)
H (-6.53, 4.42, -0.31)
H (-4.87, 4.51, -2.14)
H (-2.81, 3.12, -2.05)
H (-2.79, 0.40, 3.42)
H (-3.59, 0.21, 5.74)
H (-2.14, -0.79, 7.49)
H (0.13, -1.59, 6.90)
H (0.96, -1.39, 4.58)
H (-0.86, -3.01, 3.45)
H (-0.74, -5.34, 2.77)
H (-0.04, -5.95, 0.48)
H (0.56, -4.18, -1.14)
H (0.50, -1.87, -0.52)
C (5.64, -0.54, -2.30)
C (4.79, -0.14, -3.49)
C (3.91, 1.09, -3.26)
C (2.75, 0.86, -2.28)
N (3.17, 0.96, -0.89)
C (2.75, 0.19, 0.15)
S (1.78, -1.16, 0.06)
N (3.21, 0.55, 1.39)
C (4.07, 1.64, 1.79)
C (5.55, 1.41, 1.46)
C (6.27, 0.42, 2.37)
C (5.87, -1.03, 2.15)
H (6.34, -1.33, -2.58)
H (5.04, -0.91, -1.47)
H (6.24, 0.31, -1.94)
H (4.17, -0.99, -3.79)
H (5.45, 0.07, -4.33)
H (3.47, 1.37, -4.23)
H (4.52, 1.94, -2.93)
H (2.26, -0.09, -2.49)
H (2.00, 1.65, -2.42)
H (3.64, 1.82, -0.65)
H (2.88, -0.08, 2.12)
H (3.94, 1.78, 2.87)
H (3.72, 2.55, 1.30)
H (6.06, 2.38, 1.57)
H (5.67, 1.12, 0.41)
H (6.12, 0.69, 3.42)
H (7.35, 0.50, 2.18)
H (4.85, -1.23, 2.52)
H (6.54, -1.69, 2.71)
H (5.92, -1.31, 1.10)
N (0.91, 1.41, 0.36)
C (1.52, 2.36, 0.60)
C (2.28, 3.54, 0.91)
C (3.62, 3.63, 0.52)
C (4.36, 4.78, 0.82)
C (3.76, 5.84, 1.49)
C (2.42, 5.76, 1.88)
C (1.68, 4.61, 1.58)
H (4.10, 2.81, -0.01)
H (5.41, 4.85, 0.52)
H (4.34, 6.73, 1.72)
H (1.96, 6.59, 2.40)
H (0.64, 4.55, 1.89)
H (0.19, 0.23, -1.40)

Calculated values
LUMO (alpha / beta)   -3.6 / -3.7 eV
HOMO (alpha / beta)   -9.362 / -9.257 eV
Net charge   +1
Energy   -78628.430 eV
Orbital gap (alpha / beta)   5.77 / 5.53 eV
Maximum force   5.69 eV/A

Atom charges from the Mulliken analysis, given in e for atoms 1 to 6: atom 1 (Be): -0.26, atom 2 (C): -0.01, atom 3 (C): -1.16, atom 4 (P): 1.06, atom 5 (C): 0.18, atom 6 (C): -0.22